No. 1
DFT (the ωB97M-V functional and the def2-TZVPD basis) results for a cluster of 2 separate species, C33H10BF21 in total.

LUMO ... -4.25 eV
HOMO-LUMO gap ... 4.41 eV

Cartesian coordinates (Å):
F -0.6250 -7.5940 6.2230
C -0.0464 -8.8382 6.2182
F 0.6583 -8.9510 7.3793
F -1.0668 -9.7521 6.2850
C 0.7999 -9.0465 4.9974
C 2.1682 -9.2754 5.1268
C 2.9344 -9.4537 3.9921
C 2.3525 -9.4446 2.6922
C 3.1577 -9.7403 1.5588
C 2.6610 -9.8018 0.2118
C 1.8398 -8.7571 -0.2884
C 1.3833 -8.7664 -1.5967
C 1.7082 -9.8431 -2.4173
C 1.2223 -9.8076 -3.8373
F 1.4681 -10.9597 -4.5202
F -0.1293 -9.5842 -3.9038
F 1.8287 -8.7953 -4.5390
C 2.4927 -10.8993 -1.9646
C 2.9803 -10.8682 -0.6702
C 0.9440 -9.2109 2.6115
C 0.1876 -8.9985 3.7479
H 2.6238 -9.3176 6.1083
H 3.9974 -9.6861 4.0876
H 4.1757 -10.1011 1.7514
H 1.5756 -7.9214 0.3575
H 0.7887 -7.9469 -1.9818
H 2.7225 -11.7332 -2.6219
H 3.5815 -11.6945 -0.2885
H 0.4293 -9.2874 1.6561
H -0.8793 -8.8179 3.6724
F 2.0935 -1.8055 1.8468
C 2.8847 -2.8869 1.7229
C 3.6672 -3.0571 0.5879
F 3.6329 -2.1354 -0.3930
C 4.4549 -4.2066 0.4533
F 5.1570 -4.2891 -0.7081
C 4.5275 -5.2094 1.4231
B 5.4872 -6.4958 1.3559
C 6.3357 -6.6633 0.0041
C 6.0417 -7.6310 -0.9445
F 5.0297 -8.5159 -0.7478
C 6.7697 -7.8076 -2.1207
F 6.4366 -8.7765 -2.9943
C 7.8680 -6.9928 -2.3689
F 8.6019 -7.1541 -3.4846
C 8.2227 -6.0223 -1.4354
F 9.3001 -5.2393 -1.6422
C 7.4639 -5.8881 -0.2699
F 7.8803 -4.9522 0.6261
C 6.5060 -6.5835 2.5924
C 7.0688 -7.8110 2.9263
F 6.7396 -8.9321 2.2217
C 7.9834 -7.9779 3.9619
F 8.5020 -9.1900 4.2367
C 8.3713 -6.8709 4.7109
F 9.2650 -6.9984 5.7079
C 7.8398 -5.6218 4.4117
F 8.2055 -4.5390 5.1232
C 6.9283 -5.4977 3.3584
F 6.5094 -4.2321 3.0940
H 4.7685 -7.4892 1.4518
C 3.7103 -4.9982 2.5373
F 3.6976 -5.9110 3.5464
C 2.8960 -3.8780 2.7033
F 2.0970 -3.7493 3.7823



No. 2
DFT (the ωB97M-V functional and the def2-TZVPD basis) results for a structure of composition C33H15Br4Cl2N2O4PtS2.

Multiplicity ... 5
Charge ... +1
LUMO (spin up / spin down) ... -3.44 / -5.78 eV
HOMO-LUMO gap (spin up / spin down) ... 6.33 / 4.61 eV

Cartesian coordinates (Å):
Pt 0.4975 -0.1887 0.5545
Br 5.1044 -5.6350 -0.3812
C 3.6111 -4.5868 0.1158
C 2.5639 -5.1684 0.8812
Br 2.6895 -6.9712 1.3826
C 1.4780 -4.4444 1.2592
Br 0.0418 -5.1297 2.2811
C 1.3699 -3.0679 0.9161
O 0.3959 -2.3367 1.2710
C 2.4680 -2.4575 0.1185
O 2.3948 -1.2226 -0.1521
C 3.5509 -3.2816 -0.2959
Br 4.8796 -2.4473 -1.3353
S -4.4155 -2.2342 2.8126
C -6.0282 -2.7137 3.1508
C -6.8814 -2.4027 2.1450
C -6.2137 -1.7827 1.0505
C -4.8783 -1.6304 1.2719
C -3.8920 -0.9838 0.4112
C -2.5322 -0.8709 0.8181
N -1.6206 -0.3207 0.0637
C -1.9476 0.2034 -1.1512
C -3.2304 0.1402 -1.6599
C -3.4913 0.6786 -2.9864
C -2.4949 1.2369 -3.7029
C -1.1330 1.3039 -3.1906
C -0.0678 1.8575 -3.8980
C 1.2161 1.8268 -3.3908
C 1.3721 1.2078 -2.1192
N 0.3668 0.7482 -1.4242
C -0.8760 0.7821 -1.9288
C 2.3543 2.4180 -4.1003
C 2.3778 3.0257 -5.3198
C 3.6600 3.4945 -5.6646
C 4.5774 3.2426 -4.6989
S 3.9127 2.4107 -3.3760
C -4.2066 -0.4603 -0.8378
H -6.2827 -3.2187 4.0642
H -7.9538 -2.5774 2.1657
H -6.7575 -1.4696 0.1662
H -2.1471 -1.2922 1.7422
H -4.5105 0.6179 -3.3717
H -2.6928 1.6163 -4.7020
H -0.2441 2.3228 -4.8728
H 2.3587 1.0785 -1.6764
H 1.5192 3.1353 -5.9663
H 3.8600 3.9984 -6.6155
H 5.6387 3.4422 -4.7059
H -5.2235 -0.5851 -1.1977
Cl 2.5796 4.0150 6.5541
C 2.3470 2.8386 5.3363
C 3.0768 1.6424 5.3759
C 2.8807 0.7115 4.4028
Cl 3.6781 -0.7715 4.4233
C 1.9297 0.9589 3.2898
O 1.7786 0.0971 2.4198
C 1.2131 2.2240 3.3088
C 0.2378 2.6564 2.2843
O -0.1777 2.0241 1.3266
C 1.4220 3.1267 4.3208
H 3.7848 1.4290 6.1655
H -0.2000 3.6618 2.4881
H 0.9119 4.0776 4.3837



No. 3
DFT (the ωB97M-V functional and the def2-TZVPD basis) results for a cluster of 18 separate species, C33H19BCl69NO4 in total.

LUMO ... -0.82 eV
HOMO-LUMO gap ... 8.60 eV

Cartesian coordinates (Å):
C -4.0052 -4.9035 -1.9630
C -2.7538 -5.0990 -1.6066
C -1.6148 -4.2825 -2.1341
C -1.4606 -3.0499 -1.2809
C -0.8944 -3.0768 0.0066
B -0.3208 -4.4018 0.6532
C -0.2507 -4.6547 2.2046
O 0.1750 -5.4129 -0.1463
C -0.8458 -1.8916 0.7341
C -1.3190 -0.6878 0.2521
C -1.3110 0.6154 0.9946
C -1.0252 0.5747 2.4820
C -1.6117 1.8357 3.1233
O -1.4521 2.9501 2.2744
C -2.6325 3.5140 1.7484
C -1.8351 -0.7026 -1.0205
C -1.9070 -1.8436 -1.7731
C -2.5409 -1.5107 -3.0710
O -2.8684 -2.2014 -3.9797
N -2.7485 -0.0744 -3.0782
Cl -1.5566 0.5673 -4.1965
C -2.3816 0.4304 -1.7751
O -2.5165 1.5683 -1.4634
H -4.8094 -5.4240 -1.4769
H -4.2597 -4.1950 -2.7273
H -2.5255 -5.8558 -0.8752
H -0.6946 -4.8420 -2.1807
H -1.8714 -3.9675 -3.1318
H -1.0938 -5.2637 2.5108
H -0.1626 -3.7583 2.7996
H 0.6360 -5.2489 2.3799
H -0.4811 -6.0812 -0.3620
H -0.4169 -1.9296 1.7176
H -0.6633 1.3134 0.4924
H -2.3071 1.0181 0.8793
H 0.0357 0.6060 2.6578
H -1.4728 -0.2881 2.9545
H -2.6380 1.6733 3.4377
H -1.0396 2.0448 4.0226
H -2.4960 4.5863 1.6952
H -2.8162 3.1710 0.7354
H -3.5064 3.3213 2.3614
C 2.6774 -3.0851 4.3987
Cl 1.6998 -1.6319 4.1701
Cl 4.0690 -2.7362 5.4380
Cl 1.6965 -4.3162 5.1951
Cl 3.1997 -3.6933 2.8228
C 0.6353 4.0051 -3.0867
Cl 1.6735 5.4249 -3.2496
Cl 0.8534 3.2992 -1.4819
Cl -1.0476 4.4793 -3.2919
Cl 1.0797 2.8103 -4.3115
C -3.5194 7.2036 -5.5717
Cl -4.7393 6.1002 -6.2093
Cl -1.9204 6.6854 -6.1051
Cl -3.8361 8.8378 -6.1603
Cl -3.5864 7.1950 -3.8060
C -7.8468 -7.3179 0.0798
Cl -8.0874 -8.2165 -1.4180
Cl -9.2742 -6.3396 0.4193
Cl -7.5729 -8.4461 1.4089
Cl -6.4379 -6.2608 -0.0943
C 0.3147 -8.9126 -1.6781
Cl 0.2708 -10.6334 -2.0574
Cl 1.5469 -8.6048 -0.4574
Cl 0.6723 -7.9947 -3.1387
Cl -1.2738 -8.4215 -1.0524
C 5.9623 0.1000 7.9327
Cl 6.3739 -1.5623 7.4885
Cl 4.2669 0.1686 8.4228
Cl 6.9786 0.6280 9.2712
Cl 6.2601 1.1691 6.5618
C 1.2258 -6.7810 -7.0974
Cl 2.7744 -6.5537 -6.2689
Cl 1.0610 -8.4747 -7.5529
Cl -0.0982 -6.3108 -6.0250
Cl 1.1870 -5.7827 -8.5476
C -0.6894 5.9160 4.6731
Cl 0.5976 4.7418 4.4081
Cl -0.6644 7.1068 3.3770
Cl -2.2618 5.1033 4.6568
Cl -0.4574 6.7064 6.2349
C 5.5437 1.8247 2.7782
Cl 6.1817 0.2069 3.0742
Cl 6.8476 3.0023 2.9306
Cl 4.8756 1.8948 1.1529
Cl 4.2852 2.2008 3.9637
C 4.4975 -6.9443 -11.0560
Cl 3.1560 -7.9633 -11.5870
Cl 6.0266 -7.7547 -11.4072
Cl 4.4384 -5.4007 -11.9105
Cl 4.3581 -6.6628 -9.3225
C 2.8619 -12.1932 -7.9289
Cl 3.6933 -11.4170 -6.5799
Cl 1.1830 -11.6450 -7.9686
Cl 3.6547 -11.7519 -9.4419
Cl 2.9035 -13.9444 -7.7238
C 7.7192 1.8781 13.1954
Cl 7.4092 3.5776 12.8451
Cl 8.6773 1.7412 14.6695
Cl 6.1878 1.0268 13.4008
Cl 8.6098 1.1528 11.8501
C 2.2755 -1.5724 -3.7034
Cl 2.6465 -3.2181 -4.2089
Cl 0.8082 -1.6158 -2.7222
Cl 3.6078 -0.9186 -2.7530
Cl 1.9945 -0.5443 -5.1170
C -3.7402 8.4497 0.8895
Cl -4.0917 7.3138 -0.4172
Cl -5.0322 9.6453 0.9877
Cl -3.6072 7.5684 2.4078
Cl -2.2072 9.2684 0.5567
C -8.2980 10.9023 -0.7693
Cl -7.0291 12.0714 -1.1302
Cl -8.4168 10.7094 0.9822
Cl -9.8428 11.4574 -1.4161
Cl -7.8753 9.3511 -1.4987
C -3.6765 12.9991 -3.1124
Cl -4.0452 11.8082 -4.3607
Cl -4.8834 14.2888 -3.1546
Cl -3.7117 12.2179 -1.5313
Cl -2.0752 13.6825 -3.4006
C 8.5141 5.4792 9.0565
Cl 9.0207 6.2268 10.5751
Cl 6.8935 6.0394 8.6375
Cl 9.6424 5.9278 7.7758
Cl 8.4960 3.7260 9.2420



No. 4
DFT (the ωB97M-V functional and the def2-TZVPD basis) results for a structure of composition C33H21F9MnN4O8S.

Multiplicity ... 5
Charge ... -1
LUMO (spin up / spin down) ... 1.14 / 1.13 eV
HOMO-LUMO gap (spin up / spin down) ... 6.92 / 6.96 eV

Cartesian coordinates (Å):
Mn 1.4912 0.5355 0.7815
C -1.0652 1.1235 2.5175
N 0.1389 1.5802 1.8258
C 0.4362 2.8469 1.9696
C 1.5756 3.3455 1.3348
C 2.1978 4.6073 1.2603
C 3.3305 4.4291 0.4895
C 3.3615 3.0775 0.1186
N 2.3118 2.4288 0.6190
C -1.0257 1.4617 3.9884
C 0.0598 1.0255 4.7408
C 0.1273 1.2999 6.0933
C -0.8868 2.0186 6.7067
C -1.9624 2.4668 5.9605
C -2.0314 2.1946 4.6037
H -1.1219 0.0359 2.3984
H -1.9416 1.5767 2.0348
H -0.1877 3.4945 2.5790
H 1.8525 5.5102 1.7233
H 4.0570 5.1708 0.2191
H 4.1027 2.5785 -0.4822
H 0.8412 0.4682 4.2448
H 0.9722 0.9543 6.6701
H -0.8438 2.2224 7.7670
H -2.7491 3.0381 6.4324
H -2.8743 2.5467 4.0234
F 5.2945 -1.3469 3.1767
C 4.3270 -1.1672 2.2609
F 4.6655 -1.9289 1.2205
F 4.4004 0.1045 1.8747
C 2.8821 -1.4644 2.8162
O 2.0670 -0.4399 2.6175
C 2.3347 -2.7488 2.1220
F 3.1296 -3.8225 2.2441
F 1.1511 -3.0970 2.6376
F 2.1443 -2.5385 0.8181
C 3.0061 -1.7619 4.3421
F 1.8189 -1.9943 4.9048
F 3.7765 -2.8242 4.6236
F 3.5307 -0.7168 4.9880
C -6.1528 -2.4593 -5.9337
C -4.9356 -2.5262 -5.0612
O -3.9061 -1.9408 -5.2212
S -5.1978 -3.5962 -3.6520
C -3.8333 -3.0751 -2.6341
C -2.5284 -3.1994 -3.0845
C -1.5040 -2.6364 -2.3501
C -1.7786 -1.9456 -1.1642
C -3.0953 -1.9009 -0.6884
C -4.1186 -2.4592 -1.4232
C -0.7622 -1.2360 -0.4881
C 0.0630 -0.5207 0.0597
H -5.8560 -2.3472 -6.9744
H -6.7165 -1.5695 -5.6485
H -6.7807 -3.3361 -5.7961
H -2.3205 -3.7072 -4.0138
H -0.4843 -2.7111 -2.6980
H -3.3043 -1.3964 0.2438
H -5.1407 -2.4028 -1.0778
O 4.1111 -0.1660 -2.2137
C 3.0057 0.0134 -1.7397
O 2.7029 -0.0415 -0.4979
C 1.8283 0.3019 -2.6783
C 1.7899 -0.3539 -3.8987
C 0.7182 -0.1424 -4.7700
C -0.3442 0.6742 -4.4126
C -0.2922 1.3267 -3.1895
C 0.8074 1.1844 -2.3358
N -1.3832 2.1681 -2.7962
O -2.2913 2.3428 -3.5932
O -1.3476 2.6683 -1.6822
N 0.7054 -0.7892 -6.0501
O 1.5387 -1.6533 -6.2611
O -0.1301 -0.4287 -6.8598
H 2.5907 -1.0183 -4.1845
H -1.1949 0.7984 -5.0677
H 0.8430 1.7904 -1.4303



No. 5
DFT (the ωB97M-V functional and the def2-TZVPD basis) results for a structure of composition C33H24AuN2O4P.

Multiplicity ... 3
LUMO (spin up / spin down) ... 0.09 / -1.21 eV
HOMO-LUMO gap (spin up / spin down) ... 5.98 / 6.74 eV

Cartesian coordinates (Å):
Au -0.6481 1.4887 1.1039
O -2.0815 0.1775 1.6305
C -3.2628 0.1434 1.0351
C -4.0813 -0.9508 1.3872
C -5.3376 -1.1287 0.8557
C -5.8546 -0.2099 -0.0647
C -5.0760 0.8644 -0.4204
C -3.7806 1.0763 0.0948
C -3.0980 2.2491 -0.4417
N -1.8847 2.5700 -0.2391
N -1.2737 3.6496 -0.8070
C -0.0316 3.7660 -0.3947
O 0.5593 3.0342 0.5007
C 0.7913 4.8372 -1.0134
C 2.1767 4.7629 -0.9051
C 2.9693 5.7367 -1.4970
C 2.3808 6.7900 -2.1849
C 0.9961 6.8664 -2.2852
C 0.2013 5.8899 -1.7049
H -3.6696 -1.6479 2.1092
H -5.9278 -1.9879 1.1569
H -6.8431 -0.3387 -0.4878
H -5.4618 1.5892 -1.1317
H -3.6674 2.8931 -1.1117
H 2.6174 3.9348 -0.3649
H 4.0482 5.6727 -1.4193
H 3.0002 7.5520 -2.6446
H 0.5354 7.6902 -2.8185
H -0.8770 5.9335 -1.7805
O 3.6316 1.3522 0.0584
C 3.3921 0.2163 0.1089
O 1.4117 0.0110 0.2360
C 3.7609 -1.1161 0.1249
C 5.1494 -1.4805 0.0884
C 5.5006 -2.7985 0.0979
C 4.5310 -3.8312 0.1487
C 3.1863 -3.4963 0.1989
C 2.7893 -2.1682 0.1805
P 1.1565 -1.5044 0.2891
C 0.0931 -2.1015 -1.0183
C -1.2895 -1.9484 -0.9057
C -2.1196 -2.3814 -1.9262
C -1.5739 -2.9779 -3.0563
C -0.1978 -3.1307 -3.1749
C 0.6414 -2.6954 -2.1562
C 0.3966 -1.9799 1.8353
C -0.3764 -3.1325 1.9542
C -0.8723 -3.5006 3.1974
C -0.6004 -2.7188 4.3124
C 0.1719 -1.5685 4.1927
C 0.6761 -1.1997 2.9559
H 5.9018 -0.7009 0.0657
H 6.5512 -3.0639 0.0745
H 4.8401 -4.8672 0.1535
H 2.4328 -4.2778 0.2524
H -1.7135 -1.4829 -0.0231
H -3.1913 -2.2540 -1.8351
H -2.2249 -3.3237 -3.8517
H 0.2261 -3.5884 -4.0608
H 1.7149 -2.8018 -2.2474
H -0.6020 -3.7311 1.0797
H -1.4792 -4.3933 3.2952
H -0.9933 -3.0053 5.2801
H 0.3784 -0.9593 5.0643
H 1.2816 -0.3039 2.8537



No. 6
DFT (the ωB97M-V functional and the def2-TZVPD basis) results for a structure of composition C33H24ClN3NiO5S3.

Multiplicity ... 3
Charge ... -2
LUMO (spin up / spin down) ... 3.91 / 3.91 eV
HOMO-LUMO gap (spin up / spin down) ... 5.44 / 6.52 eV

Cartesian coordinates (Å):
Ni 0.8854 -0.4456 -0.2043
C 3.7447 7.4308 2.4300
C 2.8529 8.6333 2.2523
O 3.2227 9.7634 2.4699
S 1.1871 8.3824 1.6761
C 1.0465 6.6288 1.5176
C 1.3937 5.9942 0.3239
C 1.3108 4.6194 0.2117
C 0.8661 3.8225 1.2847
C 0.4976 4.4834 2.4713
C 0.5841 5.8595 2.5844
C 0.7970 2.4134 1.1407
C 0.7521 1.2168 0.8811
H 4.7192 7.7752 2.7677
H 3.8347 6.8857 1.4898
H 3.3128 6.7353 3.1493
H 1.7368 6.5851 -0.5179
H 1.5816 4.1260 -0.7145
H 0.1422 3.8872 3.3018
H 0.2970 6.3501 3.5078
Cl -1.4245 -2.8641 -0.4886
C -0.8802 -1.3166 0.4070
H -0.8688 -1.6427 1.4477
H -1.6998 -0.6136 0.2608
O -1.8632 0.3210 -3.3095
C -0.7030 0.6415 -3.1708
N -0.0107 1.3616 -4.1710
C 1.3781 1.5077 -3.8211
C 1.3367 0.8795 -2.3992
O 2.3220 0.8011 -1.6606
N 0.1107 0.4822 -2.0674
C 1.8153 2.9714 -3.6653
C 0.9377 4.0129 -3.9296
C 1.3312 5.3358 -3.7527
C 2.6082 5.6310 -3.3000
C 3.4890 4.5897 -3.0233
C 3.0976 3.2723 -3.2061
C 2.3158 0.8043 -4.7993
C 2.1247 0.9801 -6.1699
C 2.9659 0.3784 -7.0920
C 4.0195 -0.4176 -6.6552
C 4.2145 -0.5967 -5.2948
C 3.3768 0.0177 -4.3706
H -0.2918 1.1658 -5.1161
H -0.0699 3.7758 -4.2462
H 0.6278 6.1353 -3.9544
H 2.9124 6.6606 -3.1522
H 4.4840 4.8037 -2.6508
H 3.7746 2.4644 -2.9610
H 1.3164 1.6081 -6.5295
H 2.7952 0.5254 -8.1522
H 4.6684 -0.9070 -7.3720
H 5.0042 -1.2453 -4.9370
H 3.5163 -0.1518 -3.3109
O 0.9187 -2.5569 -3.4437
S 1.9648 -2.9294 -2.5412
O 3.3234 -2.8777 -3.0327
N 1.8422 -2.1526 -1.1043
C 1.9273 -2.9920 -0.0720
S 2.0191 -2.4554 1.4893
C 1.8443 -4.4377 -0.4887
C 1.8087 -5.5631 0.3083
C 1.6788 -6.8041 -0.3095
C 1.5905 -6.9061 -1.6956
C 1.6394 -5.7710 -2.4950
C 1.7610 -4.5526 -1.8569
H 1.8646 -5.4541 1.3843
H 1.6345 -7.7026 0.2945
H 1.4776 -7.8809 -2.1554
H 1.5701 -5.8330 -3.5734



Question: Which formula does entry 2 have?
Answer: C33H15Br4Cl2N2O4PtS2